Entry 1:
This record from the OMol25 dataset describes 6 unconnected molecules or ions with the total composition CH15NO5. The level of theory is ωB97M-V/def2-TZVPD.

Cartesian coordinates (Å):
C (-1.0888, -1.6667, 0.2662)
N (-1.2192, -3.1055, 0.4942)
H (-2.0370, -1.2530, -0.0735)
H (-0.2344, -1.4971, -0.3817)
H (-0.7013, -1.1727, 1.1694)
H (-1.8185, -3.3879, 1.2510)
H (-1.5388, -3.4833, -0.3932)
O (1.7621, 1.5796, 2.0806)
H (1.1000, 1.0838, 1.6089)
H (1.2788, 2.3424, 2.4108)
O (-2.3067, 2.1539, -1.8443)
H (-1.5543, 1.7295, -1.4282)
H (-2.9264, 2.2329, -1.1091)
O (3.7746, -0.2170, -2.8998)
H (3.2338, 0.2018, -2.2310)
H (4.4861, 0.3845, -3.0756)
O (-2.4959, -1.9516, 4.3498)
H (-1.5437, -1.9928, 4.5197)
H (-2.7816, -2.8474, 4.5417)
O (1.4646, 2.6241, -2.4266)
H (1.2134, 3.5130, -2.2096)
H (1.2535, 2.5284, -3.3610)

Relative energy (zero: lowest compared OMol25 entry of this formula, charge and spin), kJ/mol: 157.0
Spin multiplicity: 1
Frontier orbital gap, eV: 9.501

Mulliken population analysis, charges in e, atoms 1 to 2:
1. C -0.64
2. N -0.56

***

Entry 2:
This record from the OMol25 dataset describes a molecular structure, CH15O9V. The level of theory is ωB97M-V/def2-TZVPD.

Cartesian coordinates (Å):
O (0.6854, -0.3230, -1.3842)
V (0.0015, 0.0885, 0.0591)
O (-0.3801, 1.6387, 0.0338)
C (2.1166, 0.5574, 2.6658)
O (1.8764, 0.1591, 1.3864)
H (2.1101, -0.3894, 3.2058)
H (3.1005, 1.0162, 2.7626)
H (1.3578, 1.1880, 3.1291)
O (2.2077, 1.3513, -3.5450)
H (1.7605, 0.5069, -3.4882)
H (2.7035, 1.4156, -2.7287)
O (-0.6009, -2.2760, -2.8407)
H (-0.1413, -3.0435, -2.5002)
H (0.0773, -1.7685, -3.2867)
O (-1.8773, -0.4539, -1.1862)
H (-2.8294, -0.4204, -1.0934)
H (-1.7212, -1.1689, -1.8032)
O (0.0834, -2.3740, 0.5109)
H (-0.4221, -3.1719, 0.3561)
H (0.7258, -2.6221, 1.1758)
O (-1.3787, -0.2639, 1.7488)
H (-1.5425, -1.1665, 2.0220)
H (-2.0951, 0.2382, 2.1373)
O (-1.6474, 4.0037, 0.9791)
H (-1.5839, 3.0898, 0.7016)
H (-2.5866, 4.1887, 0.9824)

Relative energy (zero: lowest compared OMol25 entry of this formula, charge and spin), kJ/mol: 90.6
Spin multiplicity: 1
Frontier orbital gap, eV: 7.221

Mulliken population analysis, charges in e, atoms 1 to 2:
1. O -0.57
2. V 1.27

***

Entry 3:
This record from the OMol25 dataset describes a molecular structure, CH16Fe2O11. The level of theory is ωB97M-V/def2-TZVPD.

Cartesian coordinates (Å):
Fe (1.6665, 1.9045, -3.3364)
Fe (-0.8867, -1.2658, 0.0312)
C (0.6649, 0.5212, -0.8570)
O (0.6470, 0.1993, 0.3369)
O (-0.3211, 0.1247, -1.4391)
O (1.4980, 1.2100, -1.3716)
O (-0.4301, -2.7593, -1.4407)
H (-0.8814, -3.5881, -1.6010)
H (-0.1480, -2.4680, -2.3078)
O (2.4091, 0.1319, 2.8309)
H (1.7648, 0.3676, 2.1633)
H (2.6051, -0.7894, 2.6605)
O (-1.5498, -0.4793, 2.1137)
H (-1.3134, -0.7834, 2.9900)
H (-1.9861, 0.3600, 2.2605)
O (2.6084, 2.5598, 0.9928)
H (3.2621, 2.1006, 1.5200)
H (2.2826, 1.8971, 0.3838)
O (-0.1905, 1.2357, -3.8679)
H (-0.9256, 1.1229, -4.4706)
H (-0.5073, 0.8864, -3.0349)
O (0.3416, -2.5238, 1.1815)
H (0.0550, -3.3132, 1.6408)
H (1.1222, -2.2395, 1.6570)
O (-2.8159, -0.4838, -0.4452)
H (-3.7168, -0.8069, -0.4601)
H (-2.8130, 0.2476, -1.0626)
O (-0.9570, 2.2835, 1.3333)
H (-1.1122, 2.7754, 0.5270)
H (-0.3724, 1.5721, 1.0717)

Charge: +3
Spin multiplicity: 10
Frontier orbital gap (spin up / spin down), eV: 6.274 / 4.763

Mulliken population analysis, charges in e, atoms 1 to 2:
1. Fe 1.34
2. Fe 0.74

***

Entry 4:
This record from the OMol25 dataset describes 7 unconnected molecules or ions with the total composition CH16O6. The level of theory is ωB97M-V/def2-TZVPD.

Cartesian coordinates (Å):
C (2.0369, -1.3736, 0.1242)
H (2.6601, -2.1723, 0.5193)
H (0.9914, -1.6331, 0.2357)
H (2.1820, -1.3206, -0.9536)
H (2.1413, -0.4284, 0.6483)
O (-2.3233, -1.0290, -0.1572)
H (-1.9592, -1.7848, 0.3640)
H (-1.9901, -0.2649, 0.3275)
O (0.4642, 1.5833, -1.8392)
H (0.4549, 2.0862, -2.6481)
H (0.0215, 0.7024, -2.0186)
O (0.7718, 2.8297, 0.5119)
H (1.6227, 3.2149, 0.3113)
H (0.5012, 2.3754, -0.3386)
O (-0.7889, -2.6805, 1.5403)
H (-0.7341, -1.9280, 2.1425)
H (0.0177, -2.6770, 1.0155)
O (-0.8182, -0.8306, -2.2940)
H (-1.3308, -0.9640, -1.4504)
H (-1.1951, -0.1372, -2.8283)
O (-1.0407, 1.7677, 2.2236)
H (-1.3785, 2.4477, 2.8096)
H (-0.3067, 2.2168, 1.7543)

Relative energy (zero: lowest compared OMol25 entry of this formula, charge and spin), kJ/mol: 52.8
Spin multiplicity: 1
Frontier orbital gap, eV: 11.422

Mulliken population analysis, charges in e, atoms 1 to 2:
1. C -0.63
2. H 0.36

***

Entry 5:
This record from the OMol25 dataset describes 7 unconnected molecules or ions with the total composition CH16O6. The level of theory is ωB97M-V/def2-TZVPD.

Cartesian coordinates (Å):
C (-2.4259, -0.1063, -1.5121)
H (-2.5218, 0.8005, -2.1263)
H (-2.1779, -0.0071, -0.4536)
H (-1.6706, -0.8220, -1.8393)
H (-3.4640, -0.4094, -1.5505)
O (2.7050, -0.4763, 0.9433)
H (3.0433, 0.4008, 0.6923)
H (1.8001, -0.1412, 1.1900)
O (1.6758, -2.6373, -0.1630)
H (2.2451, -2.6040, -0.9417)
H (2.0863, -2.1120, 0.5501)
O (-1.2176, -2.5519, -0.3562)
H (-0.4556, -2.5245, -0.9583)
H (-0.7679, -2.8541, 0.4433)
O (0.4197, 3.1098, 2.0942)
H (-0.0653, 3.6344, 1.4545)
H (1.3660, 3.2267, 1.9697)
O (-0.0506, 1.7132, -1.7775)
H (0.0671, 0.7935, -1.5297)
H (-1.0171, 1.7055, -1.6853)
O (0.3293, 0.3306, 2.0166)
H (0.4467, 1.2966, 2.2085)
H (-0.3498, 0.2344, 1.3313)

Relative energy (zero: lowest compared OMol25 entry of this formula, charge and spin), kJ/mol: 125.2
Spin multiplicity: 1
Frontier orbital gap, eV: 11.063

Mulliken population analysis, charges in e, atoms 1 to 2:
1. C -1.26
2. H 0.35

***

Entry 6:
This record from the OMol25 dataset describes 7 unconnected molecules or ions with the total composition CH16O7. The level of theory is ωB97M-V/def2-TZVPD.

Cartesian coordinates (Å):
C (-1.2151, 0.6749, -2.2224)
O (-2.0853, 0.6586, -1.0698)
H (-1.6044, 1.4700, -2.8561)
H (-0.2503, 1.0840, -1.8888)
H (-1.0755, -0.3088, -2.6677)
H (-2.6009, -0.1304, -1.1131)
O (-1.7066, -1.1594, 1.5167)
H (-1.4103, -0.5516, 0.8263)
H (-1.8050, -0.5312, 2.2539)
O (0.7546, -2.4655, 1.8695)
H (0.7541, -3.1842, 1.2396)
H (-0.1612, -2.1012, 1.7859)
O (-1.4117, 1.9645, 1.8753)
H (-1.6818, 2.2819, 0.9883)
H (-1.4630, 2.7411, 2.4732)
O (1.2524, -0.4738, 0.1252)
H (1.1101, -1.1532, 0.8063)
H (2.0189, 0.1235, 0.2038)
O (1.8245, -1.1408, -3.2871)
H (2.6695, -1.2397, -3.6781)
H (1.6986, -0.9679, -2.3312)
O (2.4704, 1.6149, 1.5701)
H (1.5574, 1.7879, 1.2898)
H (2.3604, 1.0062, 2.2901)

Relative energy (zero: lowest compared OMol25 entry of this formula, charge and spin), kJ/mol: 72.8
Spin multiplicity: 1
Frontier orbital gap, eV: 10.991

Mulliken population analysis, charges in e, atoms 1 to 2:
1. C -0.52
2. O -0.52

***

Entry 7:
This record from the OMol25 dataset describes 10 unconnected molecules or ions with the total composition CH19O12. The level of theory is ωB97M-V/def2-TZVPD.

Cartesian coordinates (Å):
C (18.9450, 28.3230, 14.2480)
O (18.8200, 27.3840, 13.3270)
O (18.5210, 28.1290, 15.5350)
O (19.2430, 29.4930, 13.9960)
H (17.9820, 27.2860, 15.6470)
O (17.0200, 30.8390, 14.5630)
H (17.7960, 30.3140, 14.1940)
H (17.1740, 31.7230, 14.1790)
O (20.8240, 30.1360, 11.9200)
H (20.0950, 29.9350, 12.6720)
H (20.1790, 30.4510, 11.0950)
O (16.5970, 25.6270, 13.1110)
H (16.4340, 25.0700, 13.9580)
H (17.4390, 26.0940, 13.0930)
O (21.2240, 28.7600, 16.0640)
H (21.4990, 29.5880, 16.4990)
H (20.4030, 28.8370, 15.4540)
O (15.7810, 26.4250, 16.1760)
H (15.0620, 27.0690, 16.0040)
H (15.7450, 25.6960, 15.5060)
O (18.1060, 25.4100, 17.6910)
H (17.5190, 25.7490, 16.9820)
H (17.7200, 25.5150, 18.6600)
O (17.1910, 29.7850, 17.3310)
H (17.6680, 28.9360, 17.0730)
H (17.2540, 30.0950, 16.3950)
O (19.9310, 25.0580, 12.7580)
H (19.5530, 25.9770, 12.6020)
H (20.8180, 25.0060, 12.2930)
O (17.7340, 28.3270, 10.8620)
H (18.2650, 28.3210, 11.6450)
H (16.8390, 28.5440, 11.1790)

Relative energy (zero: lowest compared OMol25 entry of this formula, charge and spin), kJ/mol: 175.9
Charge: -1
Spin multiplicity: 1
Frontier orbital gap, eV: 9.655

Mulliken population analysis, charges in e, atoms 1 to 2:
1. C 0.43
2. O -0.67

***

Entry 8:
This record from the OMol25 dataset describes a molecular structure, CH20O9. The level of theory is ωB97M-V/def2-TZVPD.

Cartesian coordinates (Å):
O (-0.4391, -0.0614, -0.3728)
H (-0.1095, -0.8620, -0.7878)
H (0.2440, 0.2180, 0.2411)
H (-1.3216, -0.1126, 0.0014)
C (1.5985, 1.5550, 0.5192)
O (1.1675, 0.3096, 0.9854)
H (1.8342, 2.2049, 1.3619)
H (2.4194, 1.6079, -0.1959)
H (0.6977, 2.0296, 0.1301)
O (-0.3201, -0.3296, -3.3991)
H (0.6117, -0.4992, -3.5378)
H (-0.3454, 0.2885, -2.6687)
O (-0.3250, 1.7583, 2.5543)
H (-0.6744, 2.3571, 1.8943)
H (0.2668, 1.1841, 2.0682)
O (0.0766, -1.4677, -1.4981)
H (0.7747, -2.0709, -1.2431)
H (-0.3422, -1.8889, -2.2487)
O (2.0838, -0.8897, -0.6321)
H (2.1105, -0.1060, -0.0832)
H (2.4374, -1.5841, -0.0763)
O (1.3105, -1.4827, 2.0146)
H (1.8741, -1.4140, 2.7852)
H (1.1990, -0.5797, 1.7174)
O (-3.1474, 0.3949, -1.1466)
H (-2.9365, 0.1293, -0.2515)
H (-4.0533, 0.1129, -1.2734)
O (-2.0942, -0.2503, 0.6817)
H (-2.6908, 0.3613, 1.1134)
H (-1.9069, -0.9127, 1.3468)

Relative energy (zero: lowest compared OMol25 entry of this formula, charge and spin), kJ/mol: 1217.0
Spin multiplicity: 1
Frontier orbital gap, eV: 9.103

Mulliken population analysis, charges in e, atoms 1 to 2:
1. O -1.14
2. H 0.69

***

Entry 9:
This record from the OMol25 dataset describes 9 unconnected molecules or ions with the total composition CH20O9. The level of theory is ωB97M-V/def2-TZVPD.

Cartesian coordinates (Å):
C (-0.9163, 1.0729, 0.4187)
O (-0.1201, 0.4378, 1.4059)
H (-0.3775, 1.2474, -0.5126)
H (-1.7960, 0.4437, 0.2842)
H (-1.2411, 1.9716, 0.9431)
H (0.5007, -0.1078, 0.9175)
O (0.4482, 3.5959, -5.2986)
H (-0.4044, 3.1617, -5.2710)
H (0.2887, 4.4619, -4.9232)
O (-1.9578, -4.5634, -0.7247)
H (-1.3361, -5.2295, -0.4314)
H (-2.8015, -4.8535, -0.3780)
O (1.2198, 2.5651, 5.8167)
H (0.9105, 1.9681, 5.1353)
H (1.1485, 2.0613, 6.6275)
O (5.9180, 2.2047, 1.9333)
H (5.1179, 1.7943, 2.2614)
H (5.9804, 1.9152, 1.0231)
O (4.2100, -2.4302, 0.2369)
H (5.0622, -2.2630, -0.1656)
H (4.4009, -3.0185, 0.9674)
O (-1.0159, -2.3526, -4.4373)
H (-1.1248, -2.6753, -3.5428)
H (-1.7309, -1.7274, -4.5556)
O (-4.0430, 1.7735, -4.4402)
H (-4.8431, 1.4140, -4.8233)
H (-4.3452, 2.2864, -3.6906)
O (-2.1207, -1.8806, 5.3129)
H (-1.9763, -1.5242, 4.4364)
H (-3.0550, -1.7491, 5.4745)

Relative energy (zero: lowest compared OMol25 entry of this formula, charge and spin), kJ/mol: 198.4
Spin multiplicity: 1
Frontier orbital gap, eV: 10.674

Mulliken population analysis, charges in e, atoms 1 to 2:
1. C -0.49
2. O -0.50

***

Entry 10:
This record from the OMol25 dataset describes 11 unconnected molecules or ions with the total composition CH21O13. The level of theory is ωB97M-V/def2-TZVPD.

Cartesian coordinates (Å):
O (0.3974, -0.4089, -0.7680)
H (0.8674, 0.4371, -0.7340)
H (-0.5566, -0.2569, -0.4910)
H (0.7114, -0.9839, -0.0730)
C (-2.7116, 0.0411, -0.5220)
O (-1.8106, 0.4791, 0.3710)
O (-3.7416, -0.4419, 0.0480)
O (-2.4396, -0.0779, -1.7780)
O (-0.6236, 0.7161, 3.3130)
H (-0.7756, 0.5981, 2.3480)
H (-0.2996, -0.0339, 3.7700)
O (0.5854, -1.3229, 1.7240)
H (-0.3406, -1.3809, 1.9340)
H (1.0474, -2.1199, 1.9540)
O (2.2424, 1.8431, 0.5190)
H (2.4234, 2.2811, 1.3540)
H (1.6474, 2.4481, 0.0360)
O (2.6494, 0.6371, -2.8970)
H (2.9134, 0.9981, -3.7220)
H (1.9914, -0.0029, -3.1310)
O (-0.8286, 2.8581, 1.1030)
H (-1.1896, 1.9861, 0.7830)
H (-1.5166, 3.4481, 1.4290)
O (-2.0016, -1.8869, 1.8040)
H (-1.8206, -2.7779, 1.3830)
H (-2.4276, -1.3279, 1.1540)
O (0.4674, 2.2431, -1.4650)
H (-0.4756, 2.3671, -1.4290)
H (0.5644, 2.0171, -2.3860)
O (-1.5886, -2.6869, -1.2680)
H (-1.0546, -3.0189, -1.9640)
H (-2.1296, -1.9519, -1.4620)
O (2.8954, -1.6149, -0.3570)
H (3.5564, -2.2739, -0.1020)
H (3.3724, -0.8309, -0.4770)

Relative energy (zero: lowest compared OMol25 entry of this formula, charge and spin), kJ/mol: 308.4
Charge: -1
Spin multiplicity: 1
Frontier orbital gap, eV: 5.819

Mulliken population analysis, charges in e, atoms 1 to 2:
1. O 0.10
2. H 0.31

***

Entry 11:
This record from the OMol25 dataset describes a molecular structure, CH23MnO11. The level of theory is ωB97M-V/def2-TZVPD.

Cartesian coordinates (Å):
Mn (-2.9494, 0.3976, -0.9233)
C (0.0409, 0.2630, 0.1628)
O (-0.9828, 0.1198, -0.8324)
H (1.0616, 0.0584, -0.1566)
H (0.0297, 1.2776, 0.5804)
H (-0.2926, -0.3843, 0.9663)
O (-1.2417, 1.2596, 3.0367)
H (-1.5076, 0.8966, 3.8906)
H (-0.3464, 1.5926, 3.1752)
O (-3.2168, 1.1035, 1.0641)
H (-3.8137, 1.6976, 1.5390)
H (-2.3942, 1.0683, 1.6168)
O (0.7341, -1.2965, 3.8997)
H (1.4095, -1.9714, 3.7782)
H (-0.0868, -1.7175, 3.6246)
O (3.1981, 0.0669, -2.1238)
H (2.5974, -0.6458, -1.8420)
H (3.3009, -0.0593, -3.0723)
O (0.9719, 4.5865, 0.0392)
H (1.9222, 4.5425, 0.1850)
H (0.7808, 3.8307, -0.5291)
O (1.0026, 2.7370, -2.5352)
H (0.4760, 2.5564, -3.3204)
H (1.0449, 1.8915, -2.0721)
O (-1.9240, -1.3905, 2.4382)
H (-2.5569, -1.4186, 1.7162)
H (-1.1987, -0.8511, 2.1096)
O (2.3268, -2.3410, -1.3430)
H (2.2080, -2.8627, -0.5418)
H (2.9738, -2.8334, -1.8626)
O (-0.1660, -1.1288, -3.5394)
H (0.2459, -1.9835, -3.3810)
H (-0.3904, -0.7970, -2.6591)
O (-1.4446, -2.8954, -0.9495)
H (-1.0579, -2.0585, -0.6623)
H (-0.7545, -3.3108, -1.4767)

Charge: +1
Spin multiplicity: 6
Frontier orbital gap (spin up / spin down), eV: 7.065 / 6.921

Mulliken population analysis, charges in e, atoms 1 to 2:
1. Mn 1.09
2. C -0.04

***

Entry 12:
This record from the OMol25 dataset describes 12 unconnected molecules or ions with the total composition CH23O14. The level of theory is ωB97M-V/def2-TZVPD.

Cartesian coordinates (Å):
C (0.3138, -0.2546, -0.6026)
O (0.4088, 0.9764, -0.7306)
O (1.3498, -0.9856, -0.2346)
O (-0.7612, -0.8186, -0.6746)
H (2.0808, -0.4426, -0.1776)
O (-1.0822, 1.5234, -2.9606)
H (-0.6402, 1.2924, -2.1606)
H (-1.5712, 0.7274, -3.2946)
O (-1.9602, -0.4316, 1.9654)
H (-2.4092, -1.1786, 1.5484)
H (-2.6532, 0.1404, 2.2734)
O (-2.7962, -2.3766, 0.2794)
H (-3.1652, -3.1726, -0.0756)
H (-1.9772, -2.2086, -0.1646)
O (-2.9072, 0.7944, -0.5256)
H (-2.5642, 1.5504, 0.0174)
H (-2.2522, 0.1104, -0.2486)
O (3.1128, 2.8584, 0.0104)
H (2.8538, 2.7774, -0.9336)
H (3.0678, 1.9554, 0.3474)
O (-0.2752, -3.1716, 0.6104)
H (0.3098, -3.1746, 1.3644)
H (-0.0152, -2.3866, 0.1674)
O (0.4618, 2.6464, 1.4074)
H (1.2258, 2.8244, 0.8864)
H (0.1188, 1.8654, 0.8874)
O (3.0088, 0.4034, 1.6594)
H (2.2158, 0.2344, 2.1204)
H (3.7288, 0.7444, 2.1844)
O (-1.1792, -2.9086, -2.2496)
H (-0.9352, -2.1946, -1.6656)
H (-1.0872, -3.6696, -1.7056)
O (1.7608, 2.6794, -2.4546)
H (1.7508, 2.5774, -3.4286)
H (1.3058, 1.9354, -2.1076)
O (0.6498, -0.1136, 2.8784)
H (0.0188, -0.3956, 2.1924)
H (0.4888, -0.7336, 3.5934)

Relative energy (zero: lowest compared OMol25 entry of this formula, charge and spin), kJ/mol: 145.9
Charge: -1
Spin multiplicity: 1
Frontier orbital gap, eV: 9.631

Mulliken population analysis, charges in e, atoms 1 to 2:
1. C 1.32
2. O -1.04